1.
DFT (wB97M-V/def2-TZVPD) results for a 7-piece molecular cluster, C33H61N7O5 overall.

Structure (ORCA input):
```
! wB97M-V def2-TZVPD RIJCOSX def2/J DEFGRID3
* xyz 0 1
C 6.6303 1.5486 1.2777
C 5.5061 1.9050 0.3142
O 4.8618 3.0512 0.8659
C 3.6237 3.2976 0.2512
C 2.4704 3.2629 1.2688
O 1.3484 4.0223 0.8654
C 0.6564 3.4671 -0.2097
O -0.6222 2.9995 0.1201
C -0.6369 2.0725 1.1875
C -0.1001 0.6523 0.8665
N -1.0544 -0.3069 1.4600
C -0.0006 0.3088 -0.6201
C 1.2911 -0.4540 -0.8440
O 1.7078 -1.2211 -0.0885
O 1.9718 -0.2649 -2.0060
H 7.3582 2.3563 1.2674
H 6.2090 1.5206 2.2773
H 7.0774 0.5935 1.0270
H 4.8284 1.0539 0.2427
H 5.9017 2.1716 -0.6657
H 3.5863 4.2485 -0.2873
H 3.3932 2.5420 -0.5027
H 2.1740 2.2210 1.4048
H 2.8582 3.5791 2.2373
H 1.2211 2.6830 -0.7249
H 0.4997 4.2590 -0.9370
H -0.1227 2.4384 2.0767
H -1.6764 1.9601 1.4800
H 0.8310 0.5097 1.4139
H -0.7761 -1.2419 1.1986
H -1.0968 -0.2087 2.4636
H -0.0701 1.1496 -1.2961
H -0.7857 -0.4064 -0.8586
H 1.9272 0.6758 -2.2273
C -3.7910 3.3230 -2.7070
C -3.9834 1.9552 -3.3545
C -2.8961 0.9509 -2.9627
C -1.5748 1.4349 -3.3848
N -0.5532 1.8114 -3.7108
H -2.8568 3.7885 -3.0252
H -4.6024 3.9955 -2.9881
H -3.7790 3.2430 -1.6184
H -4.0006 2.0721 -4.4411
H -4.9536 1.5508 -3.0605
H -3.0841 -0.0156 -3.4373
H -2.8866 0.8000 -1.8813
C 5.6522 5.6711 5.6309
C 4.7989 6.4183 4.6155
C 3.3006 6.2793 4.9037
C 2.9009 4.8652 4.8601
N 2.6117 3.7678 4.8272
H 5.4506 4.5996 5.6003
H 6.7130 5.8096 5.4192
H 5.4599 6.0266 6.6454
H 5.0194 6.0422 3.6140
H 5.0644 7.4772 4.6241
H 2.7175 6.8311 4.1661
H 3.0608 6.6776 5.8905
C 5.7105 1.9525 7.0476
C 5.1562 1.3498 8.3311
C 3.9057 2.0842 8.8261
C 4.2121 3.4951 9.1077
N 4.4587 4.5817 9.3257
H 6.0270 2.9851 7.2015
H 6.5801 1.3923 6.7024
H 4.9601 1.9378 6.2539
H 5.9284 1.3724 9.1031
H 4.9058 0.3010 8.1610
H 3.5279 1.6210 9.7377
H 3.1162 2.0436 8.0743
C -5.4902 -3.1386 -6.9214
C -4.5529 -1.9577 -7.1425
C -3.3461 -1.9776 -6.1985
C -3.7852 -1.9110 -4.7977
N -4.1305 -1.8595 -3.7165
H -5.9195 -3.1277 -5.9178
H -6.3190 -3.1039 -7.6308
H -4.9643 -4.0818 -7.0580
H -5.1076 -1.0261 -7.0097
H -4.1941 -1.9713 -8.1731
H -2.6936 -1.1263 -6.3977
H -2.7639 -2.8892 -6.3381
C -5.8676 -8.4362 -8.4826
C -6.6662 -8.4228 -7.1839
C -6.7039 -7.0421 -6.5211
C -5.3463 -6.5919 -6.1829
N -4.2932 -6.2591 -5.9210
H -4.8206 -8.1823 -8.3107
H -5.8921 -9.4280 -8.9343
H -6.2784 -7.7261 -9.2034
H -6.2369 -9.1493 -6.4913
H -7.6899 -8.7418 -7.3885
H -7.2955 -7.0758 -5.6063
H -7.1581 -6.3086 -7.1892
C -0.5370 -4.7164 1.1958
C -1.0232 -5.3592 2.4909
C -2.2449 -4.6516 3.0873
C -1.9265 -3.2528 3.4041
N -1.6646 -2.1763 3.6486
H -0.2080 -3.6884 1.3575
H 0.3120 -5.2676 0.7921
H -1.3260 -4.7096 0.4406
H -0.2089 -5.3589 3.2182
H -1.2815 -6.4026 2.2996
H -2.5649 -5.1510 4.0019
H -3.0786 -4.6690 2.3842
*
```

* HOMO: -8.69 eV
* orbital gap: 9.32 eV
* SMILES: CCOCCOCOC[C@@H](N)CC(=O)O.CCCC#N.CCCC#N.CCCC#N.CCCC#N.CCCC#N.CCCC#N

=====

2.
DFT (wB97M-V/def2-TZVPD) results for C5H12N2O as an isolated structure.

Structure (ORCA input):
```
! wB97M-V def2-TZVPD RIJCOSX def2/J DEFGRID3
* xyz 0 1
C 0.4670 -0.5738 -0.4434
C -1.3046 1.3214 0.1056
C 2.1049 1.1760 0.3566
N 0.9199 0.3818 0.5731
C -1.0379 -0.4675 -0.4970
N 0.9190 -1.9330 -0.2105
C -1.7906 -1.4388 -0.9929
O -1.9855 1.1870 1.2930
H -2.5750 0.4264 1.1767
H 0.4797 0.3247 1.4821
H 0.8864 -0.2458 -1.4041
H 1.9261 -1.9761 -0.1046
H 0.4807 -2.3232 0.6161
H -1.8700 1.5820 -0.7862
H -0.6253 2.1619 0.2285
H 1.9862 1.8184 -0.5235
H 2.9800 0.5425 0.1759
H 2.2932 1.8099 1.2237
H -2.8715 -1.3629 -1.0144
H -1.3827 -2.4112 -1.2549
*
```

* energy above the lowest of the compared OMol25 structures with the same formula, charge and spin: 459.7 kJ/mol
* HOMO: -7.88 eV
* orbital gap: 8.75 eV

=====

3.
DFT (wB97M-V/def2-TZVPD) results for C31H29MoN8OSSi as an isolated structure.

Structure (ORCA input):
```
! wB97M-V def2-TZVPD RIJCOSX def2/J DEFGRID3
* xyz 3 3
Mo -0.3292 -0.8232 0.6713
C -1.3066 -2.0472 -3.4291
C -0.7828 -1.9943 -2.1405
N -1.1271 -0.9953 -1.3203
C -1.9781 -0.0442 -1.7723
C -2.4686 -0.1296 -3.0681
N -2.1374 -1.1226 -3.8812
C -2.2652 1.0394 -0.8169
C -3.1926 2.0436 -0.9872
C -3.3692 3.0060 0.0188
C -2.5688 2.8970 1.1691
C -1.6633 1.8660 1.2786
N -1.5166 0.9491 0.2989
C -0.7664 1.6253 2.4227
C -0.6310 2.4435 3.5366
N 0.1949 2.1456 4.5304
C 0.9135 1.0385 4.4398
C 0.8231 0.1990 3.3331
N -0.0195 0.4982 2.3380
C -4.3544 4.0839 -0.1181
C -4.9952 4.6113 1.0000
C -5.9264 5.6228 0.8103
N -6.2243 6.1280 -0.3815
C -5.6033 5.6294 -1.4442
C -4.6711 4.6037 -1.3716
H -1.0396 -2.8587 -4.0949
H -0.1030 -2.7476 -1.7661
H -3.1378 0.6249 -3.4625
H -3.8055 2.0773 -1.8764
H -2.6490 3.6405 1.9488
H -1.1959 3.3625 3.6311
H 1.5849 0.8008 5.2558
H 1.4249 -0.6967 3.2417
H -4.8209 4.2290 1.9969
H -6.4583 6.0449 1.6540
H -5.8612 6.0709 -2.3990
H -4.1793 4.2649 -2.2739
S 5.4235 0.9349 -2.0301
C 3.9737 0.3841 -1.3105
C 3.0067 1.3611 -0.9663
C 1.8238 0.9821 -0.4089
N 1.5123 -0.3201 -0.1566
C 2.4365 -1.2632 -0.4763
C 3.6434 -0.9580 -1.0384
C 6.4116 -0.5394 -2.1740
C 6.5969 -1.1181 -3.4196
C 7.4249 -2.2342 -3.4904
N 8.0322 -2.7628 -2.4376
C 7.8589 -2.1812 -1.2555
C 7.0653 -1.0594 -1.0631
H 3.1994 2.4115 -1.1385
H 1.0772 1.7207 -0.1472
H 2.1723 -2.2867 -0.2465
H 4.3361 -1.7558 -1.2655
H 6.1259 -0.7212 -4.3082
H 7.6029 -2.7182 -4.4436
H 8.3889 -2.6229 -0.4195
H 6.9833 -0.5998 -0.0872
C -0.2202 -4.7563 2.9202
Si -1.0535 -3.6623 1.7043
C -1.8969 -4.5008 0.2893
C -2.1651 -2.2954 2.3898
O 0.1536 -2.5690 1.0095
H -0.9639 -5.3522 3.4547
H 0.3611 -4.2082 3.6625
H 0.4446 -5.4529 2.4063
H -2.7326 -5.0898 0.6768
H -1.2434 -5.1915 -0.2448
H -2.3197 -3.7894 -0.4249
H -3.2268 -2.5430 2.4223
H -2.1624 -1.4213 1.6809
H -1.8644 -1.9081 3.3642
*
```

* expectation value of S²: 2.0228
* energy above the lowest of the compared OMol25 structures with the same formula, charge and spin: 21.9 kJ/mol
* HOMO (alpha / beta): -15.84 / -15.84 eV
* orbital gap (alpha / beta): 5.39 / 4.92 eV

=====

4.
DFT (wB97M-V/def2-TZVPD) results for one molecule with the formula C3H8N2S.

Structure (ORCA input):
```
! wB97M-V def2-TZVPD RIJCOSX def2/J DEFGRID3
* xyz 0 1
H 0.9051 -1.0277 1.8542
N 0.1806 -0.2497 1.9334
C 0.0217 0.4005 0.8597
N -0.7371 1.5729 0.9585
C 0.4551 0.0299 -0.5274
C -0.6793 -0.7523 -1.2134
S 1.9606 -0.9439 -0.7020
H -1.3229 1.7216 0.1492
H -1.1631 1.5480 1.8841
H 0.6584 0.9581 -1.0873
H -0.8462 -1.7504 -0.8070
H -1.6399 -0.3031 -1.2589
H -0.4623 -0.9489 -2.2354
H 2.6693 -0.2550 0.1922
*
```

* energy above the lowest of the compared OMol25 structures with the same formula, charge and spin: 68.5 kJ/mol
* HOMO: -9.43 eV
* orbital gap: 10.23 eV
* SMILES: [H]/N=C(/N)[C@H](C)S

=====

5.
DFT (wB97M-V/def2-TZVPD) results for C30H34HfI2N7O2 as an isolated structure.

Structure (ORCA input):
```
! wB97M-V def2-TZVPD RIJCOSX def2/J DEFGRID3
* xyz 3 1
Hf 0.3810 -0.2859 0.1309
C -1.8091 0.9572 2.1934
C -0.9063 0.2341 3.1495
N -0.2084 -0.8897 2.4625
C 0.9513 -1.2980 3.2621
C 2.0490 -0.3121 2.9909
C 3.0512 -0.0857 3.9018
C 4.0282 0.8589 3.6113
C 3.9368 1.5729 2.4315
C 2.9010 1.3011 1.5605
C 2.7676 2.0820 0.2930
N 1.4361 1.9264 -0.3276
C 0.4876 3.0222 0.0228
C -0.2978 2.6824 1.2586
N -1.0259 1.4099 1.0058
N 1.9793 0.3473 1.8041
H -2.2779 1.8079 2.6867
H -2.6043 0.3041 1.8413
H -1.4759 -0.1272 4.0056
H -0.1463 0.9110 3.5391
H -0.8548 -1.6636 2.3739
H 1.2490 -2.3052 2.9798
H 0.7252 -1.3184 4.3275
H 3.0583 -0.6296 4.8403
H 4.8288 1.0572 4.3143
H 4.6510 2.3525 2.1921
H 3.5172 1.7348 -0.4140
H 2.9848 3.1318 0.4874
H 1.5868 2.0025 -1.3272
H -0.1887 3.1429 -0.8245
H 1.0119 3.9691 0.1530
H -0.9967 3.4821 1.4991
H 0.3574 2.5483 2.1168
H -1.7087 1.6076 0.2773
C -3.3269 -2.7603 1.4094
C -3.6035 -1.7395 0.3364
N -4.8523 -1.4865 -0.0136
C -5.1122 -0.6063 -0.9994
C -4.1378 0.0509 -1.7148
C -4.5393 1.0208 -2.8073
O -3.7952 0.8499 -4.0064
C -2.8028 -0.1888 -1.3361
C -1.7340 0.3573 -2.1601
N -0.4678 0.4911 -1.8870
C 0.2895 1.1233 -2.9580
C -0.2763 2.1511 -3.7129
C 0.4185 2.7402 -4.7594
C 1.7082 2.3324 -5.0684
C 2.3131 1.3477 -4.3023
C 1.6023 0.7693 -3.2628
I 2.6131 -0.6391 -2.0981
C -2.5511 -1.0568 -0.2839
O -1.2943 -1.2890 0.1215
H -4.2295 -3.3382 1.5922
H -3.0503 -2.2812 2.3588
H -2.5172 -3.4365 1.1211
H -6.1600 -0.4414 -1.2251
H -4.3661 2.0415 -2.4711
H -5.6089 0.9295 -2.9830
H -4.2637 0.2527 -4.5985
H -2.0755 0.6696 -3.1434
H -1.2785 2.5059 -3.4879
H -0.0556 3.5288 -5.3299
H 2.2519 2.7858 -5.8888
H 3.3271 1.0352 -4.5168
I -0.2416 -3.3171 -2.0382
C 1.1016 -3.5499 -0.4613
C 1.6121 -4.8242 -0.2979
C 2.6878 -5.0160 0.5498
C 3.2469 -3.9121 1.1774
C 2.6597 -2.6849 0.9968
N 1.5584 -2.4790 0.2333
H 1.1917 -5.6459 -0.8630
H 3.1072 -6.0059 0.6848
H 4.1292 -3.9995 1.7990
H 3.0832 -1.8154 1.4753
*
```

* energy above the lowest of the compared OMol25 structures with the same formula, charge and spin: 11.7 kJ/mol
* HOMO: -16.58 eV
* orbital gap: 7.67 eV

=====

6.
DFT (wB97M-V/def2-TZVPD) results for a 2-piece molecular cluster, C2H3ClN2 overall.

Structure (ORCA input):
```
! wB97M-V def2-TZVPD RIJCOSX def2/J DEFGRID3
* xyz 0 1
C -0.1134 -0.9159 0.5347
C 1.1624 -0.4721 0.0076
N -1.1485 -1.0229 1.0234
N -1.5263 1.7060 -0.9682
Cl -2.9939 1.8783 -0.5063
H 1.0154 -0.1326 -1.0043
H 2.0310 -1.2584 0.2310
H 1.5732 0.2175 0.6820
*
```

* energy above the lowest of the compared OMol25 structures with the same formula, charge and spin: 470.3 kJ/mol
* HOMO (alpha / beta): -9.58 / -9.59 eV
* orbital gap (alpha / beta): 8.65 / 8.67 eV